(1)
ORCA calculation (ωB97M-V with the def2-TZVPD basis set) on a molecular structure, C4H8ClN in a non-equilibrium geometry.

Properties
HOMO energy   -9.290 eV
E_tot   -672.002288 a.u.
ΔE to the lowest compared entry with this formula, charge and spin   3.658 eV
E_LUMO   0.75 eV

Last column: natural (NBO) charge in e.
Positions of all 14 atoms, in Å:
Cl (2.939, -0.142, -0.167)  -0.131
N (-1.498, -0.277, -0.708)  -0.883
C (-0.684, 0.322, 0.420)  -0.064
C (1.096, -0.253, -0.369)  -0.127
C (0.531, 1.146, -0.135)  -0.417
C (0.136, -0.789, 0.644)  -0.426
H (-1.110, 0.794, 1.274)  0.193
H (0.840, 1.800, 0.844)  0.226
H (-2.396, 0.256, -0.719)  0.369
H (0.924, -0.841, -1.230)  0.231
H (0.523, 1.986, -0.978)  0.231
H (0.579, -0.765, 1.655)  0.216
H (-1.765, -1.553, -0.844)  0.376
H (-0.116, -1.685, 0.311)  0.206

---

(2)
ORCA calculation (ωB97M-V with the def2-TZVPD basis set) on 2 unconnected molecules or ions with the total composition C6H12.

Properties
HOMO energy   -8.987 eV
E_tot   -235.694927 a.u.
ΔE to the lowest compared entry with this formula, charge and spin   3.355 eV
E_LUMO   1.02 eV
SMILES   CC1(C)C=CC1.[H][H]

Last column: natural (NBO) charge in e.
Positions of all 18 atoms, in Å:
C (-0.487, 0.078, -0.251)  -0.074
C (0.650, 0.472, 0.653)  -0.189
C (-1.314, -1.068, 0.351)  -0.594
C (1.503, -0.402, 0.093)  -0.190
C (-1.357, 1.199, -0.780)  -0.610
C (0.642, -0.573, -1.130)  -0.422
H (2.389, -0.935, 0.420)  0.211
H (2.283, 0.501, 2.241)  0.000
H (2.820, 0.479, 1.734)  -0.001
H (-0.652, -1.832, 0.776)  0.213
H (-1.986, -0.728, 1.145)  0.205
H (-1.981, 0.867, -1.614)  0.210
H (0.954, 0.141, -1.903)  0.211
H (0.493, -1.561, -1.574)  0.195
H (-1.920, -1.537, -0.432)  0.204
H (0.725, 1.299, 1.353)  0.212
H (-0.743, 2.046, -1.104)  0.209
H (-2.019, 1.553, 0.021)  0.209

---

Among the records above, which one has the highest ΔE to the lowest compared entry with this formula, charge and spin? C4H8ClN